Formula: C23H44BCl4F8LiO5
Source: the OMol25 dataset
Level of theory: ωB97M-V/def2-TZVPD

The geometry in XYZ format:
```
86
Properties=species:S:1:pos:R:3:forces:R:3
Li 1.1015 1.6496 1.9632 -0.3606 -0.2379 -0.9978
B 0.1395 1.0876 -0.7356 0.1337 0.0437 0.6430
H -0.1745 0.9644 -1.7605 -1.1479 -0.5724 -3.8898
H 1.0594 1.6514 -0.7440 4.0594 2.3221 0.1537
H -0.6228 1.6646 -0.2353 -3.1858 2.4147 2.2736
H 0.2536 0.1282 -0.2551 0.5785 -3.9954 2.0403
C 0.4361 -7.7190 -2.3191 -0.5401 0.2432 -0.2632
C -0.1854 -6.2928 -2.2337 1.4066 -1.2043 -0.3772
C 0.8021 -5.1767 -2.6202 -2.3407 1.5633 1.1800
F 1.9433 -5.2496 -1.9457 1.3294 -0.8918 0.1958
F 0.9875 -5.0965 -3.9237 0.5789 -0.4243 -1.0603
F -1.3104 -6.1792 -2.9070 -0.8550 -0.0520 -2.0012
F -0.5978 -6.0504 -0.9955 0.6266 0.1505 2.2547
O 0.2881 -8.2189 -3.6619 -1.1910 -1.7885 0.1268
C -0.4052 -9.4828 -3.7207 1.1923 2.0177 0.4242
C -0.7449 -9.7991 -5.1649 2.2976 -0.0816 -2.8016
F -1.4682 -10.8840 -5.4074 -1.3822 -1.1220 1.2563
F -1.3373 -8.7856 -5.8058 -0.6681 0.9559 0.5491
F 0.3965 -10.4136 -3.1609 -0.1239 -0.2959 -0.3512
F -1.5239 -9.4700 -3.0194 -0.8421 0.1759 0.7357
H -0.0737 -8.3498 -1.5908 -0.0421 0.0408 -0.0576
H 1.4922 -7.6691 -2.0537 -0.0160 -0.0131 -0.1376
H 0.3433 -4.2562 -2.2593 -0.2869 0.3132 -0.2794
H 0.1363 -10.0206 -5.7670 0.8545 0.4376 0.6129
C -1.8109 -2.1545 4.9049 -0.1541 -0.8459 0.6101
C -2.5423 -1.0570 5.6715 0.0457 0.7655 -0.0128
C -1.7166 0.2030 5.3536 0.1846 -0.0211 0.1722
O -0.7241 -0.1589 4.3957 0.0731 -0.1978 -1.1086
C -0.4644 -1.5638 4.5396 -0.1758 0.0775 0.3010
H -2.3579 -2.4528 4.0105 -0.0342 0.2146 -0.0130
H -1.7537 -3.0405 5.5372 0.3142 -0.1568 -0.1536
H -2.5569 -1.1007 6.7605 0.0395 -0.7726 -0.0231
H -3.5809 -1.0267 5.3422 0.0708 0.3846 -0.0230
H -1.1262 0.5509 6.2013 -0.3957 -0.0031 0.5334
H -2.3579 1.0259 5.0380 0.3505 0.0482 -0.5237
H 0.2841 -1.7356 5.3131 0.0182 0.1456 0.4204
H -0.0331 -2.0133 3.6451 -0.2042 0.4811 -0.3249
C 1.5658 6.7425 4.6975 0.6377 1.6214 -0.6294
C 1.1277 7.2025 3.2748 -1.4223 -0.7614 0.1621
C 0.8996 5.8689 2.5625 0.2538 -1.1561 0.0248
O 1.3592 4.8075 3.4509 -0.2345 0.2746 0.0934
C 2.2142 5.4427 4.4230 0.4346 -1.7349 -0.7944
H 0.7344 6.6157 5.3909 -0.0792 0.1059 -0.2108
H 2.2626 7.4823 5.0916 -0.0308 -0.0878 0.3311
H 1.7981 7.8060 2.6628 0.3261 0.0751 0.6649
H 0.1582 7.6996 3.3064 0.1735 0.3601 0.1306
H 1.4681 5.8224 1.6337 0.0502 -0.0801 -0.1038
H -0.1331 5.5977 2.3430 -0.0539 0.3728 -0.0242
H 3.1890 5.4565 3.9354 0.3724 0.8006 0.1379
H 2.3573 4.7777 5.2747 -0.4469 -0.0179 0.1030
C -4.3379 3.5246 -4.7326 0.8917 -0.0936 1.3635
C -4.3920 4.7059 -5.7020 -0.1844 -1.4406 -0.9863
C -4.8257 5.8797 -4.9082 0.1252 0.0378 1.7147
O -4.8735 5.4331 -3.5355 -0.3054 0.2049 0.7461
C -4.1599 4.2089 -3.3666 -0.6410 -0.2258 -1.1388
H -3.5294 2.7977 -4.8099 0.0778 0.0763 -0.6898
H -5.2647 2.9514 -4.7060 -0.0977 0.1879 -0.2215
H -5.1875 4.4211 -6.3905 0.5082 0.3639 -0.7300
H -3.4456 4.9783 -6.1693 -0.0892 -0.6667 -0.3633
H -5.8168 6.2252 -5.2021 0.1057 0.3033 0.2536
H -4.0637 6.6576 -4.9557 -0.3042 0.4034 -0.1707
H -4.5975 3.5625 -2.6059 -0.2343 0.5107 0.3046
H -3.1094 4.3468 -3.1107 0.1639 0.3283 -0.0658
C 6.2294 -0.7666 1.8945 -0.7475 -0.3128 -0.6846
C 6.1968 -0.7502 3.3904 1.3745 0.1621 1.1391
C 5.1582 0.2901 3.7932 0.3841 -0.5561 -1.8096
O 4.2282 0.2439 2.6870 -0.4454 0.1272 0.1936
C 4.7535 -0.5586 1.5890 -0.5632 1.0261 -0.0364
H 6.6277 -1.7050 1.5084 -0.1198 -0.0140 -0.0164
H 6.8198 0.0295 1.4410 -0.0472 0.1605 0.2088
H 7.1592 -0.3769 3.7402 0.1724 -0.4983 0.4042
H 6.0345 -1.7746 3.7258 -0.2121 0.1894 0.4251
H 5.6797 1.2455 3.7355 -0.2350 0.3285 0.3911
H 4.6696 0.1524 4.7577 -0.0913 -0.0793 -0.1899
H 4.6317 0.0314 0.6806 -0.1681 -0.0370 -0.0497
H 4.0915 -1.4216 1.5172 0.4622 -0.3916 -0.0222
C 1.8651 3.7272 -5.0172 -0.5473 0.4234 -0.3023
Cl 2.6148 4.8826 -3.8925 0.0408 -0.2442 -0.2759
Cl 2.3746 3.9507 -6.7232 0.2335 -0.1709 0.4834
H 2.0574 2.7103 -4.6749 0.0548 0.2626 -0.1951
H 0.8027 3.9678 -5.0558 0.2002 -0.2863 0.3424
C -4.5424 -1.7198 -0.6720 -0.2265 0.4448 0.3641
Cl -5.4573 -0.8492 0.6097 0.4610 -0.1844 -0.0828
Cl -5.6653 -2.1953 -1.9240 -0.1859 -0.3241 -0.4972
H -3.8293 -1.0242 -1.1143 0.0104 -0.2177 0.2990
H -4.0923 -2.6124 -0.2376 -0.0098 0.3110 -0.0738
```
Forces are in eV/Å.

Properties
Highest occupied orbital energy   -8.909 eV
Energy above the lowest of the compared OMol25 structures with the same formula, charge and spin   95.7 kcal/mol
Kohn-Sham gap   8.5 eV
Charge   0

***

Formula: C5H13NO2
Source: the OMol25 dataset
Level of theory: ωB97M-V/def2-TZVPD

The geometry in XYZ format:
```
21
Properties=species:S:1:pos:R:3:forces:R:3
C -0.7174 2.2928 0.3878 -0.2464 0.2841 -0.2056
C -0.8524 0.7793 0.4135 1.8036 0.5702 1.3408
N 0.1423 0.0557 0.9755 -1.3680 0.1331 -1.5995
C 1.2965 -1.9713 1.5161 0.3961 -0.0903 1.9879
C 0.1266 -1.4173 0.7785 0.3711 -0.1086 -0.8054
C 0.1468 -1.8032 -0.7047 -0.2264 -0.6151 -0.9964
O -1.8638 0.2716 -0.0590 -0.8572 -0.4271 -0.2667
H 0.2280 2.4858 -0.1194 0.0428 0.2138 0.1739
H -1.5214 2.8066 -0.1351 -0.0512 -0.3596 -0.1961
H -0.7364 2.6812 1.4072 0.2792 -0.2813 0.0816
H 1.0486 0.5159 0.9702 -0.0435 -0.0054 0.3239
H 1.3725 -3.0363 1.3545 0.5159 -0.1223 -0.5440
H 2.2121 -1.3865 1.3702 0.0627 -0.5203 -0.8067
H 1.2394 -1.9163 2.6127 -0.6723 0.2044 -0.1300
H -0.8621 -1.7474 1.0940 0.0637 -0.0843 0.6640
H -0.8123 -1.4959 -1.1325 0.1723 0.0729 -0.3338
H 0.2431 -2.8729 -0.9594 -0.5697 0.0100 1.0938
H 0.9762 -1.5148 -1.3418 0.3267 1.1547 0.2889
H 0.7473 2.4679 -2.4363 0.2122 -1.2352 -0.1239
H 0.8295 0.8944 -2.0992 -0.3403 -0.1092 0.4971
O 1.0539 1.5769 -2.7199 0.1286 1.3157 -0.4439
```
Forces are in eV/Å.

Properties
Highest occupied orbital energy (alpha / beta)   -15.138 / -15.138 eV
Spin multiplicity   2
Energy above the lowest of the compared OMol25 structures with the same formula, charge and spin   28.9 kcal/mol
Kohn-Sham gap (alpha / beta)   11.0 / 6.0 eV
Charge   +1

***

Formula: C15H27FN2O19PS5
Source: the OMol25 dataset
Level of theory: ωB97M-V/def2-TZVPD

The geometry in XYZ format:
```
70
Properties=species:S:1:pos:R:3:forces:R:3
O 2.8193 -2.4972 2.2989 -5.4134 1.1128 3.2616
C 1.7440 -2.2725 3.0985 5.7268 -1.1077 3.3383
O 1.8472 -2.2624 4.5941 -1.0883 0.1832 -7.3882
P -0.0271 -1.8905 2.3828 0.3310 0.5111 2.2058
C 0.0904 -0.0765 3.0675 0.6616 1.9500 0.3883
C 0.0288 1.0691 1.8961 0.6635 0.3376 0.3008
F -1.3192 1.7402 1.8207 2.2752 -1.2360 0.0741
C -1.8436 -1.4859 1.8702 -2.1268 0.6039 -1.0474
C -2.7096 -2.8021 1.3975 1.6710 0.5041 -0.0218
S -4.5652 -2.4166 1.1528 0.0414 0.8280 1.5818
C -5.0710 -1.1554 2.4417 -0.1003 0.9875 2.0347
N -5.7985 -1.2698 3.7632 4.0541 4.4703 -6.0533
N -5.7757 0.0747 4.1959 2.3723 2.8123 -3.3790
C -5.0760 1.0214 3.2423 -1.5400 -5.9016 0.8358
O -4.6240 0.2062 2.0877 -2.8544 -1.2648 4.8110
H -0.5616 -2.8694 3.3342 0.3489 0.4983 -0.7079
H 0.3543 -2.2764 1.0484 -0.0742 0.1170 0.1747
H 1.1227 0.0872 3.6385 -2.2255 -0.6595 -1.3044
H -0.7491 0.1686 3.8581 1.5683 -0.6169 -1.6765
H 0.2967 0.6936 0.8186 -0.8546 0.5389 2.0364
H 0.7973 1.9182 2.1680 -1.9397 -2.0453 -0.6304
H -1.9039 -0.7141 0.9632 0.0929 -1.4985 1.9187
H -2.3150 -0.9282 2.8105 0.6997 -1.4620 -2.0183
H -2.3248 -3.0812 0.3046 -1.0991 0.5434 2.2489
H -2.5552 -3.7429 2.0819 -0.5404 1.9641 -1.2011
H -4.8483 2.1684 3.2919 -0.5494 -2.7288 -0.0736
C -3.7003 -2.8194 5.7989 -0.6934 -0.1650 0.2601
C -3.3621 -3.7301 6.9762 0.2294 0.6623 0.2273
O -2.8242 -4.9133 6.3902 -0.0932 0.0480 -0.9266
S -2.0398 -4.5149 5.0167 1.2907 0.1541 0.0297
O -0.6303 -4.4005 5.3189 -2.2232 -0.4633 -0.6721
O -2.5507 -5.3365 3.9440 0.6264 0.7215 1.2005
O -2.6487 -3.0114 4.8542 0.4403 -0.8740 0.3635
H -4.6414 -3.1189 5.3266 0.0594 0.1106 0.1021
H -3.7605 -1.7684 6.0941 0.1831 -0.1548 -0.2172
H -4.2378 -3.9655 7.5857 0.1400 -0.1934 -0.2236
H -2.5875 -3.2846 7.6093 -0.0975 0.0231 -0.0324
C 2.1146 5.0234 -0.3641 0.4101 0.5547 -0.3125
C 2.8230 5.6182 0.8500 0.4543 -0.5446 -0.2692
O 1.7844 5.9109 1.7818 -0.9520 -0.2708 -0.2948
S 0.5888 4.8159 1.6038 -0.3444 -0.3680 0.2381
O 0.7669 3.7867 2.6040 -0.4385 2.0220 -1.1540
O -0.6559 5.5246 1.4167 1.5175 -0.8709 0.5125
O 1.0652 4.2147 0.1652 -0.1296 0.2128 1.1745
H 1.6626 5.8075 -0.9801 0.0448 0.0172 0.0620
H 2.7870 4.4203 -0.9800 -0.3186 0.0140 0.2905
H 3.3853 6.5219 0.6028 -0.2880 -0.0246 0.1657
H 3.4948 4.8869 1.3118 -0.0064 0.0530 -0.1312
C 1.1028 2.4105 -4.0548 0.1029 0.3999 -0.6230
C 2.0557 1.5131 -4.8399 -1.0347 -0.2873 0.3487
O 3.3119 1.6315 -4.1761 0.0208 0.7559 0.9934
S 3.0494 1.8707 -2.5841 -0.0277 -1.2103 0.2266
O 3.1685 0.5965 -1.9108 -0.0204 2.1920 -0.7299
O 3.7766 3.0491 -2.1731 -0.4967 -1.3717 -0.4388
O 1.4662 2.2464 -2.6850 0.9523 -0.4071 0.0716
H 1.2435 3.4631 -4.3208 -0.0583 -0.0426 -0.0155
H 0.0559 2.1344 -4.2072 0.2084 -0.0405 0.2721
H 2.1429 1.8133 -5.8868 0.1991 0.0178 0.2700
H 1.7433 0.4648 -4.7870 -0.0771 0.6014 0.1096
C 2.6094 -2.2558 -9.1115 -0.5749 0.0805 -0.3438
C 2.8731 -0.8596 -9.6691 0.3978 -0.4170 -0.4692
O 2.8860 0.0001 -8.5318 -0.1383 -0.5199 0.9149
S 3.4655 -0.8255 -7.2500 0.6708 -0.1005 0.3611
O 4.8706 -0.5134 -7.1101 -2.0608 -0.4370 0.0876
O 2.5206 -0.7056 -6.1641 1.5698 -0.5188 -1.8237
O 3.3378 -2.3209 -7.8867 0.3287 1.0292 0.1726
H 1.5476 -2.3953 -8.8841 0.0747 0.0141 -0.0812
H 2.9408 -3.0424 -9.7946 0.1140 0.1095 0.2930
H 2.1075 -0.5444 -10.3821 0.0491 0.1056 0.3193
H 3.8579 -0.8048 -10.1450 -0.1115 -0.0585 -0.0168
```
Forces are in eV/Å.

Properties
Highest occupied orbital energy   -3.524 eV
Kohn-Sham gap   4.8 eV
Charge   -1